Record 1
118
Properties=species:S:1:pos:R:3:forces:R:3:mulliken_spin:R:1 method="wB97M-V/def2-TZVPD" de_lowest_kcal_mol=51.4 total_energy_ev=-201783.558 lumo_ev="2.29 / 1.62" s2=0.76 molar_mass_g_mol=1147.69 charge=-1 multiplicity=2
Ti 0.2393 -0.8541 0.0951 -0.296 0.857 -0.821 -0.0733
C -3.1464 -2.2837 0.5446 -0.030 0.152 -0.065 0.0058
C -2.5725 -2.2528 -0.8275 0.155 0.153 -0.059 -0.0024
C -3.1402 -2.7591 -2.0082 -0.057 -0.009 -0.085 -0.0005
C -2.1723 -2.6212 -2.9705 -0.061 -0.100 -0.003 0.0073
N -1.0939 -2.0425 -2.4071 -0.022 0.105 -0.063 -0.0063
N -1.3538 -1.7868 -1.0953 -0.447 -0.666 0.186 -0.0261
B 0.3841 -2.3339 -2.6460 0.356 -0.123 -0.108 -0.0011
N 0.8259 -3.3461 -1.5464 -0.123 0.001 0.083 0.0013
C 0.8972 -4.6764 -1.5375 0.021 -0.013 0.079 0.0000
C 1.0927 -5.0924 -0.2326 0.023 -0.075 -0.004 0.0006
C 1.1141 -3.9204 0.5280 0.119 0.137 -0.211 0.0011
C 1.3473 -3.7732 1.9945 -0.029 0.017 -0.028 -0.0001
N 0.9507 -2.8684 -0.2889 -0.001 -0.450 0.328 0.0102
N 1.2305 -1.0830 -2.3290 -0.052 0.041 -0.115 -0.0164
C 1.1085 0.0981 -3.0348 0.046 -0.159 0.016 0.0362
C 2.3566 0.5730 -3.2754 0.077 0.085 -0.106 0.0396
C 3.2392 -0.4001 -2.7285 -0.118 -0.170 0.033 -0.0087
C 4.7338 -0.4030 -2.7288 -0.018 0.020 -0.050 -0.0004
N 2.5737 -1.3900 -2.1900 0.172 0.226 0.102 0.0137
N 0.7012 -2.9216 -4.0186 -0.030 0.124 0.052 -0.0022
C 1.8830 -3.4691 -4.3857 -0.021 0.019 0.008 0.0006
C 1.8659 -3.6297 -5.7471 -0.029 -0.004 -0.098 -0.0001
C 0.6109 -3.1197 -6.1499 0.077 -0.048 0.049 0.0000
C 0.0519 -3.0097 -7.5310 0.002 0.017 0.037 0.0000
N -0.0753 -2.6910 -5.1055 -0.039 -0.031 0.000 0.0003
H -4.2300 -2.3746 0.4986 -0.017 -0.005 -0.017 0.0010
H -2.9091 -1.3609 1.0714 -0.036 0.010 0.061 -0.0044
H -2.7564 -3.1495 1.0885 0.034 0.044 -0.023 0.0010
H -4.1327 -3.1591 -2.1220 -0.007 -0.004 -0.008 0.0003
H -2.1406 -2.8981 -4.0094 -0.002 0.010 0.000 -0.0004
H 0.8081 -5.2341 -2.4545 -0.003 -0.010 -0.007 0.0000
H 1.2144 -6.1009 0.1228 -0.006 -0.006 0.006 0.0000
H 0.9620 -4.6412 2.5286 0.001 -0.018 -0.020 0.0000
H 0.8573 -2.8826 2.3835 0.025 -0.003 0.040 0.0007
H 2.4167 -3.6954 2.1997 -0.001 0.019 0.007 -0.0001
H 0.1509 0.5072 -3.3070 -0.038 0.005 0.055 -0.0454
H 2.6118 1.4927 -3.7750 -0.016 -0.034 -0.024 0.0060
H 5.1110 -1.1423 -3.4376 0.017 0.005 -0.018 0.0000
H 5.1151 -0.6553 -1.7398 0.006 -0.012 -0.005 -0.0003
H 5.1213 0.5746 -3.0145 0.009 -0.002 0.015 -0.0001
H 2.6480 -3.6699 -3.6539 -0.007 -0.002 0.007 -0.0002
H 2.6419 -4.0453 -6.3677 0.005 -0.001 -0.003 0.0000
H 0.2347 -3.9196 -8.1039 -0.010 -0.001 -0.007 0.0000
H 0.5085 -2.1772 -8.0698 0.000 -0.007 -0.018 0.0000
H -1.0212 -2.8332 -7.4823 -0.005 0.005 -0.011 0.0000
C -2.6600 3.2053 -3.4312 -0.032 -0.004 -0.052 -0.0026
N -1.4723 3.8644 -2.9276 0.043 -0.103 0.033 0.0014
C -1.5039 4.9898 -2.1261 -0.146 -0.040 -0.036 -0.0024
C -0.2325 5.2285 -1.7612 0.155 0.021 0.054 0.0010
N 0.5287 4.2365 -2.3521 0.023 -0.149 -0.008 0.0110
C 1.9523 4.0709 -2.1420 0.031 0.049 0.043 0.0193
C -0.2176 3.3600 -3.0793 -0.033 0.218 0.027 0.0129
Se -0.8868 1.1590 -0.7242 -0.201 -0.064 0.277 0.8858
H -3.4407 3.2197 -2.6726 0.018 0.002 -0.025 0.0005
H -2.4082 2.1697 -3.6414 0.020 -0.004 -0.024 -0.0017
H -3.0241 3.6876 -4.3410 0.015 -0.004 0.010 -0.0006
H -2.4173 5.4877 -1.8530 -0.017 -0.003 -0.010 -0.0001
H 0.1838 5.9795 -1.1132 0.033 -0.002 0.010 -0.0003
H 2.5331 4.6417 -2.8703 -0.021 0.000 -0.017 -0.0013
H 2.1880 3.0139 -2.2391 0.008 0.054 0.011 -0.0070
H 2.2223 4.3948 -1.1368 -0.040 0.017 -0.014 -0.0033
C -4.6236 -1.6421 6.8040 0.028 0.030 -0.030 -0.0001
C -3.5588 -1.2190 5.8274 -0.020 0.003 0.023 -0.0002
C -3.2052 -2.0436 4.7655 0.008 0.017 -0.002 -0.0004
C -2.2705 -1.6387 3.8243 0.057 -0.026 -0.012 0.0041
C -1.6688 -0.4007 3.9516 0.063 0.044 -0.081 -0.0008
C -1.9988 0.4312 5.0109 -0.004 0.029 -0.029 0.0011
C -2.9381 0.0222 5.9421 0.004 -0.054 -0.017 0.0001
S -0.4369 0.2680 2.8115 -0.243 0.107 0.362 -0.0096
O 0.8104 0.2624 3.5904 0.096 -0.090 0.003 -0.0001
O -0.3953 -1.0095 1.8049 -0.248 -0.062 0.056 0.0260
O 1.6988 0.1051 0.4479 0.434 -0.285 -0.224 0.0646
H -4.6350 -2.7249 6.9301 -0.007 -0.007 0.006 0.0000
H -5.6096 -1.3390 6.4450 -0.015 -0.004 0.012 0.0000
H -4.4701 -1.1830 7.7807 -0.004 0.000 0.007 0.0000
H -3.6817 -3.0122 4.6624 0.001 -0.010 -0.002 0.0000
H -2.0134 -2.2768 2.9917 0.016 0.011 0.037 -0.0015
H -1.5217 1.3999 5.1006 -0.011 0.018 0.014 -0.0002
H -3.2020 0.6772 6.7642 0.003 0.011 0.004 0.0001
C 2.0294 5.3892 1.8274 0.019 0.003 -0.030 0.0002
C 1.0088 4.4559 1.7221 0.038 -0.003 -0.008 0.0107
C 1.2983 3.1433 1.3681 0.008 -0.005 0.046 0.0402
C 2.6093 2.7437 1.1134 0.083 0.037 -0.086 -0.0054
C 3.6242 3.7009 1.2130 -0.026 -0.028 0.018 -0.0007
C 3.3430 5.0104 1.5702 -0.012 0.018 0.012 0.0004
Si 3.0490 1.0058 0.5795 0.064 0.162 0.537 0.0196
C 4.1508 0.1489 1.8311 0.169 0.040 -0.211 -0.0028
C 5.4960 0.5061 1.9596 -0.036 -0.080 -0.017 -0.0001
C 6.3332 -0.1577 2.8441 0.006 0.014 0.015 0.0000
C 5.8351 -1.2000 3.6154 0.039 0.028 -0.009 0.0000
C 4.5020 -1.5645 3.5027 -0.026 0.000 0.009 0.0000
C 3.6676 -0.8949 2.6174 0.010 0.074 0.071 -0.0009
H 1.8059 6.4125 2.1045 -0.002 0.007 0.003 -0.0001
H -0.0197 4.7403 1.9068 -0.013 0.008 0.000 0.0003
H 0.4852 2.4377 1.2610 0.005 0.000 0.028 -0.0343
H 4.6535 3.4232 1.0036 -0.007 0.019 0.007 0.0000
H 4.1438 5.7362 1.6457 0.000 0.009 0.003 0.0000
H 3.8064 1.1213 -0.6803 0.041 0.037 -0.028 -0.0029
H 5.9035 1.3070 1.3502 0.014 -0.007 -0.004 0.0000
H 7.3727 0.1346 2.9304 0.007 -0.007 0.002 0.0000
H 6.4869 -1.7227 4.3048 -0.002 -0.004 0.006 0.0000
H 4.1070 -2.3671 4.1141 -0.010 0.000 -0.001 0.0000
H 2.6201 -1.1538 2.5610 -0.038 -0.040 0.011 0.0030
F -5.5010 -0.1248 -0.1107 0.007 -0.017 0.013 0.0002
C -4.8859 1.0648 -0.2682 -0.005 0.007 -0.024 0.0041
F -5.8542 1.9625 -0.5638 0.014 -0.042 0.006 -0.0004
F -4.1132 0.9549 -1.3491 -0.002 0.025 0.026 -0.0015
C -4.0432 1.4410 1.0060 0.168 0.121 0.053 0.0073
O -2.8853 0.8091 1.0665 -0.131 -0.222 -0.081 0.0565
C -4.9199 1.1068 2.2631 -0.040 -0.082 0.020 0.0069
F -6.2211 1.4535 2.1410 0.021 0.004 0.006 0.0016
F -4.4520 1.7329 3.3550 0.010 0.030 -0.005 -0.0003
F -4.8946 -0.2062 2.5266 -0.001 0.049 -0.008 -0.0012
C -3.8208 2.9984 0.9842 -0.074 0.018 0.088 -0.0243
F -3.4623 3.4127 -0.2453 0.027 0.023 -0.014 -0.0064
F -4.9079 3.7269 1.3331 0.049 -0.030 -0.020 -0.0001
F -2.8386 3.3469 1.8179 -0.014 0.010 -0.025 -0.0025



Record 2
113
Properties=species:S:1:pos:R:3:forces:R:3:mulliken_spin:R:1 method="wB97M-V/def2-TZVPD" total_energy_ev=-173879.196 lumo_ev="0.41 / 0.00" s2=2.01 molar_mass_g_mol=1189.76 multiplicity=3
Pt 0.3488 -1.5100 -0.7084 0.183 0.212 0.750 1.3635
C 6.0414 1.5996 0.7691 -0.259 -0.133 -0.185 0.0001
N 5.3779 1.6449 -0.5302 0.134 -0.144 0.252 -0.0004
C 6.2937 2.0468 -1.5629 -0.331 -0.981 -1.663 0.0001
P 3.8170 1.2384 -0.8034 1.153 -1.292 -0.006 0.0187
O 3.1632 0.5031 0.2784 -0.020 0.109 0.249 -0.0065
O 3.9410 0.3373 -2.1793 0.665 1.173 0.865 -0.0038
P 3.1798 -0.8473 -2.8555 -0.149 -1.429 -0.749 -0.0111
O 1.7900 -1.0328 -2.3881 -0.238 0.027 -0.227 0.0319
N 3.1815 -0.4756 -4.4668 1.732 0.204 -0.598 0.0014
C 4.4847 0.0110 -5.0919 -1.298 -0.785 -0.266 0.0003
C 2.0530 -0.4487 -5.3920 0.046 0.595 -0.582 0.0004
N 4.2223 -2.1214 -2.6257 -1.134 0.824 -1.747 -0.0020
C 5.0126 -2.2892 -1.4597 -0.616 0.960 1.591 0.0046
C 3.8050 -3.3521 -3.3460 0.894 0.769 0.451 0.0016
N 3.1533 2.5863 -1.4032 -1.386 1.608 -0.849 -0.0018
C 1.8933 2.3289 -2.1124 -0.274 0.551 -0.493 0.0029
C 2.9939 3.7400 -0.5170 -0.369 -0.663 2.245 0.0001
H 6.5836 2.5729 0.8164 -0.326 -0.707 0.722 0.0000
H 6.7710 0.7667 0.7957 -0.206 0.392 0.120 0.0000
H 5.2819 1.4392 1.5567 0.567 0.298 -0.263 0.0001
H 6.9363 2.7937 -1.1869 0.522 1.379 0.267 0.0000
H 5.8246 2.3350 -2.5203 -0.144 0.239 0.714 0.0001
H 6.9861 1.2581 -1.8716 -0.056 -0.498 0.250 0.0000
H 5.3146 0.0022 -4.3661 -0.527 0.223 -0.327 0.0000
H 4.2613 0.9947 -5.5408 0.424 -0.106 0.522 0.0000
H 4.7599 -0.6307 -5.9608 -0.172 0.122 0.687 0.0001
H 1.1343 -0.5787 -4.8487 -0.339 0.068 0.308 0.0000
H 2.0526 -1.2481 -6.1848 0.451 0.673 0.692 0.0001
H 2.0314 0.5696 -5.8891 -0.059 -1.118 0.370 0.0001
H 5.3146 -1.3230 -1.0317 -0.027 -0.142 -0.323 -0.0010
H 5.8908 -2.8381 -1.6593 1.075 -0.762 -0.410 -0.0002
H 4.4518 -2.7697 -0.6664 -0.161 -0.388 0.283 -0.0039
H 3.4429 -3.0404 -4.3363 0.012 -0.393 0.294 0.0001
H 3.0451 -3.8874 -2.7707 0.037 -0.124 -0.184 -0.0017
H 4.7399 -3.9271 -3.4437 -0.576 -0.186 -0.177 0.0001
H 2.0544 1.4498 -2.7102 -0.562 -0.280 -0.165 -0.0059
H 1.6155 3.1299 -2.8234 0.456 -0.057 0.447 0.0010
H 1.0446 2.2169 -1.4195 0.222 -0.262 -0.102 0.0099
H 3.8735 3.8574 0.1982 -1.217 -0.292 -0.863 0.0000
H 2.0027 3.6117 0.0523 1.490 0.067 -0.217 0.0000
H 2.8508 4.6766 -1.0166 0.276 0.363 -0.887 0.0000
C 1.2672 -4.0679 0.6122 -0.124 -0.085 1.458 -0.0207
O 1.6563 -3.0031 -0.1563 0.709 0.854 -0.440 0.2744
H 0.8495 -3.7564 1.6384 0.216 -0.524 -1.263 0.0076
H 2.1032 -4.7583 0.8319 0.162 0.396 -0.060 0.0199
H 0.5784 -4.6730 0.0472 -0.925 -0.419 0.115 0.0087
F -2.1663 -0.6633 -4.6549 -0.893 -1.221 -0.277 -0.0004
C -2.1001 -0.8547 -3.3142 0.877 2.204 -1.221 -0.0154
F -0.9729 -0.1685 -3.0637 0.620 0.046 1.244 0.0044
F -3.1059 -0.1429 -2.7953 -0.213 -0.328 0.394 -0.0015
C -1.9858 -2.2908 -2.7560 -0.324 1.381 -0.308 0.0312
O -1.4970 -2.2904 -1.5139 -0.167 -0.216 0.025 -0.0090
C -3.4398 -2.8134 -2.7000 -1.184 -1.621 0.836 0.0140
F -4.0904 -2.4391 -1.5616 0.585 0.674 -0.657 0.0004
F -3.5230 -4.1426 -2.6629 0.849 -1.006 0.243 0.0005
F -4.1880 -2.5036 -3.7406 -0.333 1.249 -0.692 0.0023
C -1.1239 -3.0987 -3.7530 -1.921 -1.850 -0.643 -0.0014
F -1.8509 -3.4572 -4.8953 0.879 0.700 1.039 -0.0004
F -0.8510 -4.2307 -3.1305 0.522 -0.822 0.084 -0.0004
F 0.0065 -2.5659 -4.1362 0.409 0.700 -0.231 0.0007
C -2.3855 0.1140 0.6257 -0.567 -1.996 -0.974 -0.0060
C -3.5715 0.1725 1.5714 -0.706 -0.277 1.341 0.0215
As -4.7806 1.6097 1.0505 -0.455 -0.027 -0.793 0.0028
C -3.5797 3.0673 1.4895 0.515 -0.207 -0.102 -0.0009
C -2.7020 3.5453 0.4869 -1.684 -0.292 0.232 0.0004
C -1.8211 4.5511 0.8026 1.164 -0.117 -1.311 -0.0003
C -1.7513 5.0437 2.0796 -0.416 0.813 1.769 0.0003
C -2.6088 4.5953 3.0893 -0.317 -0.962 -0.145 -0.0005
C -3.4914 3.5344 2.7939 2.397 2.121 -2.102 0.0004
C -6.0516 1.6486 2.5402 -0.118 -0.616 0.510 0.0003
C -6.9528 2.7181 2.4854 0.181 -1.828 2.627 -0.0001
C -7.9289 2.8899 3.4842 0.849 0.235 -1.487 -0.0003
C -8.1314 1.9054 4.4062 -0.957 -0.849 0.441 0.0001
C -7.3281 0.7841 4.3773 0.613 -1.444 0.092 -0.0002
C -6.2313 0.6304 3.5072 -1.960 2.839 -0.343 0.0005
P -0.9057 -0.8869 1.1081 -0.159 0.548 -0.763 0.2198
C -1.4601 -2.3241 2.0334 -0.912 -0.429 0.185 -0.0060
C -2.1560 -3.4052 1.4445 0.348 0.990 -0.689 0.0025
C -2.4256 -4.4816 2.2600 -0.634 -1.245 -1.451 -0.0023
C -2.0551 -4.5154 3.5705 0.453 -1.393 1.337 0.0057
C -1.4044 -3.4546 4.1732 -0.638 -0.871 0.969 -0.0028
C -1.1791 -2.3562 3.4031 0.185 1.804 -0.054 0.0135
C 0.0659 0.0840 2.3062 0.152 -0.107 -0.171 0.0058
C 1.1886 -0.6321 2.7533 1.176 1.167 0.067 0.0183
C 2.1778 0.0854 3.4516 0.229 -1.173 -0.457 -0.0091
C 2.0498 1.4492 3.6842 0.952 -0.710 0.458 0.0130
C 0.8547 2.0887 3.4204 0.325 0.260 -1.011 -0.0072
C -0.1153 1.4419 2.6519 -0.027 -0.862 0.283 0.0098
H -1.9911 1.0563 0.2905 0.100 0.634 0.065 0.0250
H -2.7696 -0.4005 -0.3135 0.652 0.572 0.963 -0.0221
H -3.3737 0.3270 2.6548 0.438 -0.062 -0.604 -0.0006
H -4.2193 -0.7307 1.5408 0.728 0.236 -0.221 0.0020
H -2.8296 3.1778 -0.5421 0.248 0.173 0.487 0.0004
H -1.1276 4.8979 0.0140 -0.426 -0.032 0.609 0.0000
H -1.0662 5.8254 2.3774 0.211 0.097 -0.386 0.0001
H -2.5946 4.9776 4.1254 0.273 -0.098 -0.768 -0.0001
H -3.9661 3.0647 3.5546 -1.882 -1.179 2.163 0.0001
H -6.7983 3.3105 1.6673 -0.175 2.163 -1.729 0.0000
H -8.5705 3.7349 3.4802 -0.474 0.682 -0.194 0.0000
H -9.0570 1.8884 5.0177 0.945 0.255 -0.171 0.0000
H -7.6196 -0.0690 4.9969 0.299 0.297 0.018 0.0000
H -5.6647 -0.2357 3.5018 1.094 -1.526 0.133 -0.0002
H -2.4807 -3.4096 0.3721 0.632 0.129 1.086 0.0019
H -2.8629 -5.3893 1.8043 0.038 0.672 0.358 -0.0002
H -2.2190 -5.4483 4.1354 -0.011 0.589 -0.236 0.0003
H -1.1702 -3.5197 5.2494 -0.033 0.305 -0.719 -0.0002
H -0.8499 -1.4114 3.8607 0.155 -0.819 -0.114 0.0042
H 1.4377 -1.6517 2.4032 -0.491 0.599 0.330 -0.0105
H 3.1153 -0.4487 3.7253 -0.754 0.564 -0.286 -0.0001
H 2.9837 1.9416 4.0043 -0.938 0.140 0.260 0.0007
H 0.7883 3.1459 3.6240 -0.295 0.144 0.045 0.0000
H -0.9964 1.9935 2.3322 0.041 -0.131 0.010 0.0063